# 1
{"formula": "C6H11FO3P", "method": "ωB97M-V/def2-TZVPD", "homo_ev": -3.3, "lumo_energy_ha": 0.1356, "energy_ha": -902.19580, "de_lowest_kcal_mol": 12.67, "molar_mass_g_mol": 181.123, "total_charge": -1, "elements": ["C", "C", "C", "C", "C", "C", "O", "O", "O", "F", "P", "H", "H", "H", "H", "H", "H", "H", "H", "H", "H", "H"], "xyz": [[2.7887, 0.0663, -0.4628], [-1.0285, 2.2929, -0.4747], [-2.0242, -1.1287, 0.1738], [0.5817, -2.0764, 1.2971], [0.2147, 1.5050, -0.9265], [0.6439, 0.5376, 0.1038], [3.0933, -0.9635, 0.0471], [3.0418, 1.1487, -0.8784], [0.0990, -1.7449, -1.4163], [0.5333, 1.0820, 1.4541], [-0.1544, -1.0922, -0.0812], [-1.5397, 2.7722, -1.2899], [-0.6431, 3.1636, 0.1793], [-1.6608, 1.5883, 0.0616], [-2.4320, -0.7914, 1.2168], [-2.5041, -0.5625, -0.5398], [-2.4386, -2.1824, 0.0811], [-0.0359, -2.7030, 1.9543], [1.3871, -2.5960, 0.7604], [0.9055, -1.2910, 1.9488], [0.0219, 0.7962, -1.9279], [1.1505, 2.1793, -1.2805]], "atomic_forces_ev_per_a": [[-1.1, 1.0, 2.0], [1.7, 1.3, 0.6], [0.1, -1.9, 3.4], [-0.7, 0.4, -0.5], [1.1, -0.1, -3.0], [0.4, -1.8, -0.1], [0.2, -0.2, -0.7], [0.8, -0.3, -0.9], [-0.2, 0.6, 0.4], [0.0, -0.4, -0.8], [-0.4, -0.5, 0.3], [-0.4, 0.0, -0.5], [-0.9, -1.5, -0.6], [-0.3, 0.5, 0.2], [1.1, -0.3, -1.7], [-0.9, 1.4, -1.7], [0.8, 1.0, -0.1], [-0.2, -0.2, -0.8], [-0.1, 0.1, 0.7], [1.0, 0.3, 0.4], [0.3, 1.8, 2.5], [-2.2, -1.2, 0.9]], "nbo_charge": [0.992, -0.624, -0.999, -1.009, -0.491, -0.283, -0.640, -0.639, -1.139, -0.441, 1.852, 0.190, 0.200, 0.203, 0.211, 0.217, 0.224, 0.215, 0.268, 0.244, 0.230, 0.220]}

# 2
{"formula": "C5H10O", "method": "ωB97M-V/def2-TZVPD", "smiles": "CC[C@H]1C[C@H]1O", "homo_ev": -8.8, "lumo_energy_ha": 0.0336, "energy_ha": -271.64859, "de_lowest_kcal_mol": 65.27, "molar_mass_g_mol": 86.134, "total_charge": 0, "elements": ["C", "C", "C", "C", "C", "O", "H", "H", "H", "H", "H", "H", "H", "H", "H", "H"], "xyz": [[0.5847, -0.8239, 1.6301], [0.1595, 0.5071, 1.0205], [-0.7253, 0.2153, -0.1385], [-0.9249, 1.0207, -1.5180], [-0.2318, -0.2960, -1.4192], [1.1544, -0.0912, -1.5944], [1.0571, -1.4539, 0.8657], [-0.2837, -1.3781, 2.0076], [1.2931, -0.6854, 2.4473], [-0.3599, 1.1228, 1.7677], [1.0162, 1.0766, 0.6574], [-1.6939, -0.2359, 0.1271], [-1.8037, 1.3087, -0.9814], [-0.2548, 1.8160, -1.8251], [-0.5802, -1.2378, -1.8302], [1.5932, -0.8651, -1.2166]], "atomic_forces_ev_per_a": [[0.1, -0.1, 0.2], [0.3, 0.0, 0.1], [0.4, -0.3, 0.3], [0.6, 0.4, 1.3], [-0.3, -0.4, 0.1], [0.0, -0.3, -0.3], [0.0, 0.1, 0.2], [0.2, 0.1, 0.0], [0.0, -0.1, 0.0], [0.1, -0.1, -0.2], [0.1, -0.1, 0.2], [0.3, 0.4, 0.0], [-1.7, 0.2, -2.0], [0.0, 0.0, 0.5], [-0.2, 0.1, -0.2], [0.0, 0.2, -0.1]], "nbo_charge": [-0.594, -0.419, -0.190, -0.537, 0.075, -0.708, 0.185, 0.203, 0.212, 0.205, 0.223, 0.199, 0.277, 0.226, 0.174, 0.470]}

# 3
{"formula": "C14H46BF4O9", "method": "ωB97M-V/def2-TZVPD", "homo_ev": -7.1, "lumo_energy_ha": 0.0920, "energy_ha": -1662.71969, "molar_mass_g_mol": 445.317, "total_charge": -1, "elements": ["B", "F", "F", "F", "F", "C", "O", "H", "H", "H", "H", "C", "O", "H", "H", "H", "H", "C", "O", "H", "H", "H", "H", "C", "O", "H", "H", "H", "H", "C", "C", "O", "H", "H", "H", "H", "H", "H", "C", "C", "O", "H", "H", "H", "H", "H", "H", "C", "C", "O", "H", "H", "H", "H", "H", "H", "C", "C", "O", "H", "H", "H", "H", "H", "H", "C", "C", "O", "H", "H", "H", "H", "H", "H"], "xyz": [[-0.1404, 0.2861, 0.6305], [1.1234, 0.7441, 1.0301], [-0.5630, 0.9058, -0.5561], [-0.0371, -1.1060, 0.3678], [-1.0748, 0.4852, 1.6486], [-1.1706, 3.4491, 2.9230], [-2.1974, 2.4893, 3.1231], [-1.3752, 4.3868, 3.4358], [-0.2251, 3.0436, 3.2989], [-1.0311, 3.6679, 1.8579], [-1.9937, 1.7444, 2.5441], [3.7025, 2.3202, 2.8412], [2.4645, 2.7729, 2.3620], [3.6455, 1.5441, 3.6126], [4.3359, 1.8911, 2.0499], [4.2694, 3.1705, 3.2228], [2.0766, 2.0668, 1.8237], [-1.0686, -3.1185, 2.5595], [-1.8115, -2.0246, 3.0440], [-1.2138, -3.9852, 3.1982], [-1.3410, -3.3319, 1.5195], [0.0076, -2.9061, 2.5258], [-1.5159, -1.2035, 2.6366], [-2.6429, -2.0528, -1.2662], [-1.8747, -1.1047, -1.9563], [-3.2788, -1.6099, -0.4851], [-3.3587, -2.5335, -1.9345], [-2.0371, -2.8060, -0.7564], [-1.1682, -0.8013, -1.3758], [-4.8215, 0.5531, 1.1848], [-5.8121, 0.1456, 0.0978], [-6.8066, -0.7390, 0.6016], [-5.3123, 1.1819, 1.9238], [-3.9541, 1.0747, 0.7717], [-4.3588, -0.3418, 1.6124], [-5.3913, -0.2856, -0.8067], [-6.2927, 1.0892, -0.2053], [-7.1019, -0.4070, 1.4536], [0.9976, 5.4978, -0.9969], [0.9254, 3.9918, -1.0228], [-0.4401, 3.6110, -0.9307], [0.6476, 5.8962, -0.0441], [0.4140, 5.9807, -1.7848], [2.0206, 5.8553, -1.1514], [1.4638, 3.6060, -0.1486], [1.3728, 3.5774, -1.9346], [-0.4822, 2.6517, -0.7882], [1.3594, 0.7528, -3.6498], [2.8631, 0.8588, -3.5435], [3.3792, 1.4393, -4.7308], [0.8926, 1.6705, -4.0093], [0.8792, 0.5100, -2.7014], [1.1066, -0.0528, -4.3439], [3.2621, -0.1466, -3.3728], [3.1184, 1.4618, -2.6630], [4.3356, 1.4980, -4.6716], [-0.6185, -5.4524, -0.6419], [0.2860, -4.3953, -1.2228], [1.5905, -4.9393, -1.5082], [-1.5822, -5.0230, -0.3655], [-0.1519, -5.9338, 0.2157], [-0.8583, -6.2255, -1.3787], [0.5181, -3.6484, -0.4553], [-0.1470, -3.8633, -2.0708], [1.8725, -4.6538, -2.3794], [3.7003, -1.4952, -0.6782], [3.5168, -1.2379, 0.8284], [2.5604, -2.1421, 1.3649], [4.6010, -1.0082, -1.0561], [2.7935, -1.1245, -1.1594], [3.7977, -2.5677, -0.8491], [3.2095, -0.2013, 0.9515], [4.4363, -1.4920, 1.3576], [1.7053, -1.9110, 0.9768]], "atomic_forces_ev_per_a": [[0.3, -0.5, 0.0], [-0.2, 0.2, -0.2], [0.2, 0.1, 0.2], [0.0, 0.0, 0.0], [-0.1, -0.1, 0.0], [0.6, -0.6, -0.4], [-0.4, 0.5, 0.1], [-0.3, -0.1, 0.2], [0.1, 0.2, 0.0], [0.0, 0.1, 0.0], [0.0, 0.1, 0.2], [0.8, -0.2, -0.3], [0.0, -0.1, -0.1], [-0.3, 0.1, 0.1], [-0.2, 0.0, -0.1], [-0.2, 0.0, 0.2], [-0.2, 0.1, 0.2], [0.6, 0.5, -0.7], [-0.3, -0.1, 0.5], [-0.3, 0.0, 0.0], [-0.2, -0.3, 0.1], [0.0, 0.0, 0.2], [0.1, -0.1, -0.2], [-0.6, 0.0, 0.7], [-0.1, -0.2, -0.4], [0.2, 0.2, 0.0], [0.3, -0.1, -0.3], [0.1, -0.1, -0.2], [-0.1, 0.0, 0.0], [0.8, -0.9, -0.8], [-0.4, 1.3, 0.6], [0.0, -0.3, -0.3], [0.1, -0.1, 0.2], [-0.3, 0.4, -0.1], [-0.3, 0.0, 0.4], [0.2, -0.3, 0.2], [-0.1, -0.2, -0.3], [0.1, 0.0, 0.0], [0.3, 0.6, -0.2], [-0.3, -0.1, 0.3], [0.0, 0.0, -0.1], [0.0, -0.1, 0.0], [-0.2, -0.3, 0.0], [0.0, -0.2, 0.2], [0.2, 0.0, -0.2], [0.1, 0.1, 0.0], [0.0, 0.3, -0.1], [-0.3, -0.3, -0.3], [-0.3, 0.0, 0.7], [0.0, 0.0, -0.3], [0.2, 0.1, 0.0], [0.2, 0.0, 0.1], [-0.1, 0.1, -0.1], [0.2, 0.0, -0.1], [0.1, 0.1, -0.1], [0.0, 0.0, 0.1], [-0.3, -0.3, -0.6], [1.0, 0.5, 0.9], [-0.3, -0.4, -0.5], [0.1, 0.1, 0.3], [0.0, 0.1, 0.1], [0.2, 0.0, 0.0], [-0.6, 0.2, 0.0], [0.0, -0.2, -0.1], [0.0, 0.0, 0.0], [-0.1, 0.0, 0.7], [0.2, -0.9, -0.7], [-0.2, 0.3, 0.0], [-0.2, 0.2, -0.1], [0.2, 0.0, -0.4], [-0.1, 0.0, 0.0], [0.2, 0.1, 0.4], [0.1, 0.4, 0.1], [-0.1, 0.0, 0.1]], "lowdin_charge": [-1.213, 0.129, 0.120, 0.105, 0.134, -0.155, -0.135, 0.070, 0.071, 0.072, 0.029, -0.187, -0.122, 0.078, 0.070, 0.070, 0.036, -0.163, -0.112, 0.077, 0.054, 0.075, 0.042, -0.163, -0.110, 0.070, 0.082, 0.045, 0.029, -0.086, -0.323, -0.090, 0.076, 0.075, 0.074, 0.102, 0.102, 0.073, -0.096, -0.321, -0.086, 0.071, 0.070, 0.069, 0.102, 0.102, 0.042, -0.078, -0.340, -0.079, 0.079, 0.062, 0.077, 0.095, 0.106, 0.075, -0.093, -0.309, -0.091, 0.057, 0.078, 0.072, 0.093, 0.114, 0.070, -0.076, -0.308, -0.085, 0.068, 0.061, 0.071, 0.083, 0.109, 0.037]}

# 4
{"formula": "C16H18N2O3S2", "method": "ωB97M-V/def2-TZVPD", "smiles": "CS(=O)(=O)Nc1ccccc1C(=O)NCCSc1ccccc1", "homo_ev": -8.0, "lumo_energy_ha": 0.0214, "energy_ha": -1752.12885, "de_lowest_kcal_mol": 14.03, "molar_mass_g_mol": 350.465, "total_charge": 0, "elements": ["C", "S", "O", "O", "N", "C", "C", "C", "C", "C", "C", "C", "O", "N", "C", "C", "S", "C", "C", "C", "C", "C", "C", "H", "H", "H", "H", "H", "H", "H", "H", "H", "H", "H", "H", "H", "H", "H", "H", "H", "H"], "xyz": [[1.4704, 2.4732, 1.5580], [1.8893, 0.7455, 1.2729], [0.6947, -0.0577, 1.3506], [2.9830, 0.3612, 2.1064], [2.4263, 0.8031, -0.3224], [2.8602, -0.4897, -0.6998], [4.1725, -0.8628, -0.4510], [4.6092, -2.1252, -0.8088], [3.7387, -3.0222, -1.4087], [2.4174, -2.6712, -1.6168], [1.9594, -1.4104, -1.2497], [0.5314, -1.0060, -1.3654], [0.1916, 0.1243, -1.6899], [-0.3584, -1.9817, -1.0784], [-1.7510, -1.6756, -0.8491], [-2.0396, -1.5670, 0.6479], [-3.6608, -0.8082, 0.9597], [-3.4754, 0.8619, 0.3977], [-2.2483, 1.4863, 0.2205], [-2.2148, 2.7952, -0.2303], [-3.3839, 3.4906, -0.4837], [-4.6066, 2.8698, -0.2825], [-4.6542, 1.5598, 0.1503], [1.1964, 2.5877, 2.5991], [0.6393, 2.7280, 0.9145], [2.3512, 3.0544, 1.3233], [1.6203, 1.0484, -0.9040], [4.8310, -0.1524, 0.0210], [5.6339, -2.4097, -0.6244], [4.0870, -4.0007, -1.7029], [1.7393, -3.3723, -2.0821], [-0.0079, -2.8332, -0.6671], [-2.3779, -2.4465, -1.3061], [-1.9455, -0.7189, -1.3412], [-2.1063, -2.5531, 1.1089], [-1.2602, -0.9955, 1.1528], [-1.3233, 0.9718, 0.4245], [-1.2602, 3.2761, -0.3922], [-3.3435, 4.5106, -0.8357], [-5.5253, 3.4048, -0.4724], [-5.5997, 1.0611, 0.3009]], "atomic_forces_ev_per_a": [[0.3, -0.8, -0.3], [-0.2, 0.6, 0.1], [-0.1, 0.2, 0.0], [0.3, 0.1, 0.1], [-0.2, 0.6, 0.8], [0.3, -0.8, -0.3], [-0.1, 0.0, -0.1], [0.0, 0.0, 0.0], [0.0, 0.0, 0.0], [-0.1, 0.1, 0.0], [0.4, 0.2, 0.1], [-0.1, -0.4, -0.1], [-0.1, 0.2, -0.1], [0.1, -0.2, 0.0], [-0.2, 0.1, 0.0], [-0.3, 0.5, -0.1], [0.0, -0.2, 0.1], [0.1, -0.3, 0.1], [-0.1, 0.0, 0.0], [0.0, 0.1, 0.0], [0.0, 0.1, 0.0], [0.0, 0.1, 0.0], [0.1, -0.1, 0.0], [0.0, -0.1, 0.2], [-0.2, 0.1, -0.1], [0.1, 0.1, 0.0], [-0.1, 0.0, 0.0], [0.1, 0.1, 0.0], [0.1, 0.0, 0.0], [0.0, -0.1, 0.0], [-0.1, -0.1, 0.0], [0.1, 0.1, 0.0], [0.0, 0.1, 0.0], [0.0, -0.2, 0.0], [0.0, 0.0, 0.1], [-0.1, -0.2, 0.0], [0.1, -0.1, 0.0], [0.1, 0.1, 0.0], [0.0, 0.1, 0.0], [-0.1, 0.0, 0.0], [-0.1, 0.0, 0.0]], "nbo_charge": [-0.861, 2.291, -0.976, -0.934, -0.880, 0.227, -0.217, -0.187, -0.211, -0.183, -0.191, 0.693, -0.659, -0.595, -0.247, -0.551, 0.249, -0.162, -0.278, -0.131, -0.250, -0.197, -0.230, 0.259, 0.241, 0.252, 0.435, 0.235, 0.220, 0.218, 0.217, 0.398, 0.205, 0.244, 0.227, 0.256, 0.237, 0.192, 0.212, 0.214, 0.218]}

# 5
{"formula": "C5H7N5OS", "method": "ωB97M-V/def2-TZVPD", "smiles": "NC(=O)CCc1nnc(S)nn1", "homo_ev": -10.1, "lumo_energy_ha": -0.0482, "energy_ha": -941.72573, "de_lowest_kcal_mol": 112.24, "molar_mass_g_mol": 185.212, "total_charge": 0, "elements": ["N", "C", "O", "C", "C", "C", "N", "N", "C", "S", "N", "N", "H", "H", "H", "H", "H", "H", "H"], "xyz": [[-3.1289, -0.2165, -0.9314], [-2.0088, -1.1298, -1.3819], [-2.2975, -2.4372, -1.5577], [-0.4740, -0.6637, -1.7255], [0.6724, -1.4368, -0.7940], [1.0913, -0.3018, 0.3691], [2.4285, 0.1959, 0.2418], [2.7398, 1.1107, 1.1233], [1.7009, 1.3832, 2.0661], [2.1701, 2.6995, 3.3788], [0.3809, 0.8580, 2.2217], [0.0461, -0.0130, 1.3051], [-2.9002, 0.7893, -1.1201], [-3.2783, -0.2591, 0.1161], [-0.3979, 0.5090, -1.5196], [-0.2941, -0.8514, -2.8664], [0.2806, -2.4212, -0.2976], [1.5872, -1.7166, -1.4680], [1.6820, 3.9016, 2.8402]], "atomic_forces_ev_per_a": [[2.6, -0.1, 0.2], [-1.6, -5.9, -0.5], [1.8, 7.9, 1.3], [-0.7, 0.8, 0.2], [-0.2, 1.2, 0.4], [-0.2, -2.1, -1.6], [-4.1, -0.9, 1.1], [-3.4, 0.3, 2.4], [0.1, 1.4, 0.6], [-0.6, -0.6, -1.5], [3.8, 1.1, -1.2], [3.6, -0.3, -2.3], [0.0, -1.3, 0.2], [0.2, -0.5, -1.7], [-0.1, -2.5, -0.6], [-0.4, 0.2, 2.3], [0.5, 2.1, -0.9], [-1.7, 0.8, 1.5], [0.3, -1.5, 0.1]], "nbo_charge": [-0.864, 0.671, -0.570, -0.501, -0.439, 0.333, -0.182, -0.157, 0.185, -0.043, -0.160, -0.195, 0.369, 0.405, 0.214, 0.259, 0.265, 0.249, 0.161]}